DFT (ωB97M-V with the def2-TZVPD basis set) results for a 19-piece molecular cluster, C75H195N13O32 overall in a non-equilibrium geometry.

Its total charge is 0. The HOMO-LUMO gap is 8.007 eV. As for the LUMO energy: -0.3 eV.

Cartesian coordinates (Å):
C -8.6063 -15.6967 -1.5275
C -10.0033 -14.9547 -1.7594
O -9.9331 -14.0001 -2.8179
H -8.2477 -16.0093 -2.5082
H -8.6151 -16.5040 -0.7952
H -7.9058 -14.9550 -1.1437
H -10.2462 -14.4667 -0.8155
H -10.7710 -15.7144 -1.9060
H -9.8347 -14.4676 -3.6505
C -8.5213 -18.1110 6.7893
C -7.4065 -17.1184 7.2431
O -7.7318 -15.8045 6.9030
H -9.4844 -17.7948 7.1900
H -8.3252 -19.1178 7.1581
H -8.7246 -17.9852 5.7259
H -6.4319 -17.3122 6.7951
H -7.2031 -17.2129 8.3098
H -6.9761 -15.2136 6.9394
C -8.2522 -21.1942 4.7369
C -7.3287 -20.9616 3.5200
O -6.0546 -21.5103 3.7281
H -8.4386 -22.2484 4.9419
H -9.2276 -20.8045 4.4454
H -7.8986 -20.7745 5.6787
H -7.3440 -19.8926 3.3076
H -7.7334 -21.3404 2.5815
H -5.5025 -20.9243 4.2509
C -10.4850 -19.2462 -1.4384
C -10.1364 -19.8888 -2.7836
O -11.3053 -19.7457 -3.6215
H -9.6741 -19.2762 -0.7107
H -11.2888 -19.6945 -0.8544
H -10.7648 -18.1943 -1.4957
H -9.7286 -20.8982 -2.7301
H -9.3479 -19.2558 -3.1907
H -11.0442 -20.0390 -4.4975
C -12.5733 -14.6667 -5.3079
C -13.0306 -13.3569 -5.8176
O -12.6891 -13.2782 -7.2088
H -11.4974 -14.6990 -5.1363
H -12.9312 -15.4933 -5.9216
H -12.9316 -14.8243 -4.2906
H -12.4851 -12.6314 -5.2141
H -14.0759 -13.1363 -5.6013
H -12.6136 -12.3513 -7.4470
C -14.6434 -18.6464 -4.0122
C -14.3096 -17.9475 -2.7077
O -12.9735 -17.5239 -2.8587
H -15.7078 -18.8805 -3.9978
H -13.9945 -19.4940 -4.2324
H -14.4359 -18.0334 -4.8893
H -14.4126 -18.5503 -1.8054
H -15.0472 -17.1588 -2.5595
H -12.5760 -18.2987 -3.2627
C -8.7038 -22.0805 0.0238
O -10.0101 -22.5407 0.1061
C -10.6082 -22.4896 1.4282
C -11.9912 -23.2408 1.3089
N -11.7962 -24.6164 0.9621
C -12.9707 -25.1856 0.3597
C -12.6405 -26.4385 -0.5006
O -11.7487 -26.1981 -1.5523
C -11.5199 -27.2661 -2.4567
H -8.8133 -21.0200 0.2508
H -8.4475 -22.1826 -1.0307
H -8.0242 -22.5904 0.7066
H -10.8094 -21.4774 1.7791
H -9.9762 -22.9399 2.1936
H -12.6114 -22.7906 0.5338
H -12.5463 -23.1218 2.2394
H -11.1281 -24.6577 0.2057
H -13.6264 -24.5524 -0.2380
H -13.5304 -25.4698 1.2508
H -13.5542 -26.8567 -0.9228
H -12.4260 -27.2730 0.1670
H -10.9583 -26.9362 -3.3306
H -12.4920 -27.6557 -2.7591
H -10.9501 -28.1168 -2.0829
C -18.1316 -19.7177 -1.5658
O -18.5552 -19.4771 -2.8923
C -19.1803 -18.2253 -3.0518
C -19.5881 -18.2087 -4.5364
N -18.4934 -18.2821 -5.5216
C -18.8933 -18.8581 -6.8159
C -17.6249 -18.9260 -7.6680
O -16.6013 -19.7068 -7.0434
C -15.6100 -19.9951 -7.9971
H -17.1318 -19.3329 -1.3653
H -18.0722 -20.7894 -1.3757
H -18.8674 -19.2624 -0.9029
H -18.5020 -17.4132 -2.7900
H -20.0753 -18.0623 -2.4513
H -20.2661 -17.3592 -4.6189
H -20.1279 -19.1303 -4.7537
H -17.6799 -18.7745 -5.1813
H -19.6224 -18.2936 -7.3971
H -19.3508 -19.8306 -6.6340
H -17.2341 -17.9269 -7.8607
H -17.8153 -19.3349 -8.6603
H -15.1414 -19.0642 -8.3164
H -16.0045 -20.5530 -8.8463
H -14.8660 -20.6812 -7.5922
C -19.8301 -19.3095 4.7154
O -18.4403 -19.3012 4.9222
C -18.0894 -18.2649 5.8363
C -16.5611 -18.0075 5.8725
N -16.1006 -16.8337 6.6351
C -14.6815 -16.8814 6.9542
C -14.2037 -15.7134 7.7937
O -12.7843 -15.8090 8.0022
C -11.9164 -15.6406 6.8868
H -20.3098 -18.3315 4.7534
H -20.3675 -19.8778 5.4746
H -20.0632 -19.7442 3.7433
H -18.4633 -18.5973 6.8047
H -18.6892 -17.3842 5.6067
H -16.1755 -17.9453 4.8549
H -16.0385 -18.8891 6.2438
H -16.2310 -16.0729 5.9837
H -14.1194 -16.8141 6.0227
H -14.5202 -17.8856 7.3460
H -14.7754 -15.6802 8.7212
H -14.2831 -14.7162 7.3608
H -12.0826 -14.6556 6.4505
H -12.2138 -16.3250 6.0923
H -10.8950 -15.6494 7.2671
C -16.8547 -16.5035 0.4011
O -18.1097 -15.9615 0.9200
C -18.8727 -16.9192 1.6466
C -20.1972 -16.3847 2.1447
N -21.3900 -16.6139 1.2920
C -21.8140 -17.9969 1.2698
C -22.8583 -18.2162 0.1633
O -22.2604 -17.8077 -1.0053
C -23.0978 -17.7800 -2.1530
H -16.2062 -15.7313 -0.0127
H -17.0366 -17.1710 -0.4412
H -16.2430 -17.0483 1.1202
H -18.3189 -17.1435 2.5582
H -18.9757 -17.8811 1.1444
H -20.1089 -15.2986 2.1179
H -20.3617 -16.7116 3.1715
H -21.2921 -16.3543 0.3209
H -22.2561 -18.2931 2.2211
H -20.9985 -18.7058 1.1260
H -23.7717 -17.6976 0.4547
H -23.1241 -19.2646 0.0278
H -23.2423 -18.8021 -2.5031
H -22.7251 -17.1796 -2.9829
H -24.0959 -17.4330 -1.8857
C -15.0527 -21.2311 1.0876
O -16.4120 -21.6333 1.2088
C -17.1093 -21.2962 2.3932
C -18.4646 -21.9127 2.4113
N -19.2784 -21.5135 1.3162
C -20.6271 -22.1615 1.3580
C -21.4398 -21.9233 0.0919
O -20.9399 -22.4685 -1.1006
C -21.6844 -22.0348 -2.1975
H -14.5441 -21.5081 0.1642
H -14.5567 -21.6250 1.9747
H -15.0000 -20.1428 1.1178
H -17.3030 -20.2236 2.4077
H -16.6594 -21.6696 3.3130
H -18.8802 -21.6290 3.3782
H -18.3095 -22.9877 2.5029
H -18.8226 -21.6932 0.4330
H -21.1668 -21.9043 2.2694
H -20.3963 -23.2243 1.4302
H -21.5228 -20.8473 -0.0608
H -22.4546 -22.2761 0.2760
H -21.3989 -22.5593 -3.1094
H -21.5678 -20.9704 -2.4013
H -22.7633 -22.1864 -2.1621
C -8.7701 -17.9619 1.8832
O -7.8479 -17.6625 2.9382
C -6.9916 -16.5288 2.7416
C -5.9549 -16.6055 3.8355
N -5.0353 -17.7839 3.6360
C -4.0687 -17.9504 4.7110
C -3.1365 -19.1922 4.5409
O -3.9095 -20.3771 4.7500
C -3.2007 -21.5651 4.8326
H -9.2015 -18.9573 1.9888
H -8.1888 -18.0683 0.9672
H -9.5875 -17.2455 1.8013
H -7.4946 -15.5618 2.7478
H -6.5717 -16.6790 1.7470
H -6.3917 -16.5406 4.8320
H -5.3469 -15.7067 3.7326
H -5.6447 -18.5871 3.5758
H -4.4832 -17.8308 5.7120
H -3.3504 -17.1356 4.6204
H -2.2982 -19.1015 5.2316
H -2.7205 -19.2364 3.5344
H -2.5872 -21.6438 5.7302
H -2.6322 -21.5400 3.9030
H -3.6463 -22.5577 4.8967
C -11.6901 -20.7005 12.6143
O -11.2278 -21.5659 11.6361
C -11.1370 -21.0143 10.3223
C -12.3945 -21.4122 9.5173
N -12.1299 -21.2994 8.0673
C -11.9014 -19.9807 7.6024
C -12.0776 -19.9813 6.0865
O -13.4894 -20.1190 5.8510
C -13.8400 -20.0773 4.4834
H -11.9988 -21.2186 13.5223
H -12.5527 -20.1409 12.2526
H -10.9096 -20.0026 12.9174
H -10.2444 -21.4573 9.8804
H -10.9058 -19.9504 10.3747
H -13.2428 -20.7897 9.8017
H -12.6719 -22.4493 9.7058
H -12.9375 -21.6080 7.5451
H -10.9191 -19.6295 7.9184
H -12.5701 -19.2595 8.0721
H -11.4614 -20.7795 5.6727
H -11.6522 -19.0349 5.7527
H -13.4292 -20.8489 3.8323
H -13.5614 -19.0832 4.1341
H -14.9293 -20.0983 4.4477
C -7.5035 -12.6839 0.9706
O -7.9587 -11.3502 0.8636
C -8.4689 -11.1500 -0.4276
C -8.7876 -9.6655 -0.6086
N -10.0663 -9.3354 0.0215
C -10.4097 -7.9991 -0.3298
C -11.8016 -7.6582 0.3334
O -11.6316 -7.7562 1.7221
C -12.8096 -7.3851 2.4268
H -6.6497 -12.8225 0.3074
H -8.2099 -13.4672 0.6958
H -7.3021 -12.8513 2.0286
H -9.3221 -11.7684 -0.7064
H -7.7621 -11.4384 -1.2057
H -8.8106 -9.4770 -1.6820
H -8.0282 -9.0185 -0.1695
H -10.1679 -9.4999 1.0128
H -10.4946 -7.8405 -1.4048
H -9.6919 -7.2790 0.0630
H -12.5533 -8.3964 0.0537
H -12.1929 -6.7210 -0.0626
H -12.7248 -7.3155 3.5113
H -13.6732 -8.0073 2.1918
H -12.9694 -6.3676 2.0701
C -19.8715 -12.6133 6.8924
O -19.1097 -12.8663 5.7112
C -19.0064 -14.2771 5.3639
C -18.0817 -14.4373 4.1618
N -16.7102 -14.4754 4.6519
C -15.7375 -14.5519 3.5272
C -14.2973 -14.1361 4.0038
O -14.2627 -12.8384 4.6519
C -12.9758 -12.3033 4.8015
H -19.9538 -11.5413 7.0719
H -19.4157 -12.9847 7.8102
H -20.8912 -12.9863 6.7971
H -19.9828 -14.7353 5.2067
H -18.6416 -14.7985 6.2489
H -18.2725 -13.5877 3.5062
H -18.4759 -15.3388 3.6927
H -16.5401 -13.5928 5.1126
H -16.0447 -13.9047 2.7057
H -15.6850 -15.5971 3.2226
H -13.5737 -14.2834 3.2020
H -13.9156 -14.8125 4.7685
H -13.0140 -11.3797 5.3790
H -12.5927 -12.0508 3.8128
H -12.1949 -12.9494 5.2025
C -3.7615 -11.6004 -5.6111
O -4.9782 -11.8226 -5.0423
C -5.4675 -13.1496 -5.2730
C -6.6284 -13.4853 -4.3257
N -7.9062 -12.8193 -4.5988
C -8.5054 -13.2553 -5.9143
C -8.4544 -14.7941 -6.0362
O -9.0764 -15.3657 -4.8793
C -9.5276 -16.6582 -5.1574
H -3.5838 -11.4843 -6.6802
H -3.0622 -12.3494 -5.2394
H -3.4860 -10.6307 -5.1966
H -4.6716 -13.8934 -5.2341
H -5.7374 -13.2694 -6.3222
H -6.3459 -13.1022 -3.3452
H -6.7331 -14.5436 -4.0866
H -8.5222 -13.1869 -3.8877
H -7.9148 -12.7333 -6.6671
H -9.5326 -12.8970 -5.9827
H -7.4618 -15.2270 -6.1609
H -8.8513 -15.0831 -7.0093
H -8.7004 -17.3136 -5.4299
H -10.2618 -16.6532 -5.9631
H -10.0616 -17.1053 -4.3189
C -12.9085 -11.6802 0.9885
N -13.9130 -12.5048 0.2462
O -13.5847 -13.1836 -0.7333
O -15.0412 -12.4637 0.7141
H -13.4676 -11.0620 1.6909
H -12.3720 -11.0782 0.2551
H -12.2050 -12.3589 1.4708
C -9.6708 -13.9340 4.5257
N -10.4990 -14.5258 3.4603
O -10.3939 -14.2051 2.2742
O -11.3667 -15.2863 3.7816
H -8.6562 -13.8594 4.1344
H -9.6370 -14.5812 5.4022
H -10.1412 -12.9821 4.7721
C -12.6404 -16.7305 0.5539
N -12.9707 -17.6997 1.6634
O -14.1424 -17.7695 2.0555
O -12.0840 -18.3569 2.1792
H -11.5596 -16.5902 0.5693
H -13.1125 -15.7676 0.7495
H -12.9107 -17.2226 -0.3804